# 1
Below is a cluster of 19 separate species, C4H36BO26 in total at a distorted geometry, with properties calculated with the ωB97M-V functional and the def2-TZVPD basis.

Properties
Maximum force in eV/A: 6.33
Charge: -1
Kohn-Sham gap in eV: 9.48
Calculated total energy in Eh: -2155.445569
Relative energy (zero: lowest compared OMol25 entry of this formula, charge and spin) in kJ/mol: 175.2

CARTESIAN COORDINATES (ANGSTROEM)
O: -1.97 2.86 -0.55
C: -1.39 1.76 -0.67
O: -0.71 1.07 0.25
B: -0.21 -0.17 -0.30
O: -0.57 -0.16 -1.75
C: -1.29 0.84 -2.02
O: -1.88 1.06 -3.12
O: -0.83 -1.27 0.47
C: 0.16 -1.97 1.02
O: 0.09 -2.98 1.69
C: 1.52 -1.26 0.75
O: 1.25 -0.22 -0.03
O: 2.67 -1.57 1.13
O: -3.13 -3.08 1.04
H: -3.82 -2.69 1.57
H: -2.35 -2.55 1.23
O: 3.46 -4.30 0.44
H: 3.18 -3.68 1.11
H: 3.60 -3.78 -0.35
O: -3.95 4.49 -1.71
H: -4.40 4.09 -0.96
H: -3.10 4.06 -1.74
O: 0.10 3.84 -3.91
H: 0.73 4.15 -4.56
H: -0.34 3.10 -4.33
O: -2.98 1.05 -5.69
H: -2.20 1.46 -6.08
H: -3.03 1.43 -4.81
O: 3.08 0.38 -2.45
H: 2.55 -0.34 -2.09
H: 3.65 0.64 -1.73
O: -0.62 5.17 -1.74
H: -0.16 4.64 -2.39
H: -1.10 4.53 -1.21
O: -0.40 -5.62 0.43
H: -1.31 -5.56 0.73
H: 0.10 -5.16 1.11
O: 3.33 -2.33 3.90
H: 3.05 -3.08 3.36
H: 4.21 -2.12 3.57
O: 1.08 -0.32 3.90
H: 1.47 0.52 3.65
H: 1.76 -0.97 3.70
O: 4.71 0.48 -0.01
H: 5.56 0.36 -0.44
H: 4.49 -0.39 0.32
O: -3.96 2.66 1.47
H: -3.21 2.53 2.05
H: -4.07 1.81 1.03
O: 0.15 2.74 2.52
H: -0.20 1.92 2.16
H: 0.60 3.15 1.78
O: 0.48 -3.47 5.28
H: 0.24 -3.44 4.35
H: 0.55 -4.41 5.47
O: -0.58 5.43 1.49
H: -1.30 4.90 1.16
H: -0.36 5.05 2.34
O: -0.29 -1.06 -5.58
H: -0.04 -0.42 -4.91
H: -1.24 -1.10 -5.54
O: -1.43 -1.51 4.17
H: -1.69 -2.37 4.51
H: -0.48 -1.51 4.19
O: 1.12 -2.39 -3.22
H: 0.67 -1.70 -2.73
H: 0.99 -3.18 -2.69

Mulliken population analysis, charges in e, atoms 1 to 5: number 1, O, carries -0.524; number 2, C, carries 0.353; number 3, O, carries -0.100; number 4, B, carries 1.354; number 5, O, carries -0.391



# 2
Below is the molecule C5H10NOP at a distorted geometry, with properties calculated with the ωB97M-V functional and the def2-TZVPD basis.

Properties
Maximum force in eV/A: 3.01
Charge: 0
Kohn-Sham gap in eV: 9.30
Calculated total energy in Eh: -667.777673
Relative energy (zero: lowest compared OMol25 entry of this formula, charge and spin) in kJ/mol: 231.5
SMILES: [H]/N=C/P1CCCCO1

CARTESIAN COORDINATES (ANGSTROEM)
C: 2.78 -0.25 0.03
C: -1.80 0.03 0.54
C: -1.25 0.96 -0.61
C: -1.23 -1.41 0.32
C: 0.23 0.95 -0.86
N: 2.79 0.60 0.97
O: 0.29 -1.53 0.25
P: 0.97 -0.76 -1.10
H: 3.38 -1.12 -0.15
H: -1.63 0.45 1.58
H: -2.92 -0.09 0.56
H: -1.85 0.59 -1.40
H: -1.36 2.09 -0.52
H: -1.45 -2.24 1.03
H: -1.73 -1.78 -0.60
H: 0.45 1.60 -1.70
H: 0.68 1.32 0.11
H: 3.63 0.60 1.56

Mulliken population analysis, charges in e, atoms 1 to 5: number 1, C, carries -0.149; number 2, C, carries -0.388; number 3, C, carries -0.749; number 4, C, carries -0.573; number 5, C, carries -0.643



# 3
Below is the molecule C9H15N2P at a distorted geometry, with properties calculated with the ωB97M-V functional and the def2-TZVPD basis.

Properties
Maximum force in eV/A: 4.68
Charge: 0
Kohn-Sham gap (alpha / beta) in eV: 7.41 / 7.41
Calculated total energy in Eh: -802.651434
Relative energy (zero: lowest compared OMol25 entry of this formula, charge and spin) in kJ/mol: 146.0

CARTESIAN COORDINATES (ANGSTROEM)
C: -1.21 -1.97 0.29
C: 2.03 0.42 0.34
C: -0.17 -1.20 -0.07
C: -2.57 -1.38 0.48
C: -2.56 0.09 0.40
C: -1.89 0.50 -0.83
C: -0.40 0.14 -0.65
C: 3.41 -1.40 -0.18
C: 0.58 3.09 0.06
N: 1.12 -1.68 -0.14
N: 2.10 -0.84 -0.07
P: 0.32 1.34 0.63
H: -1.06 -3.01 0.62
H: 2.92 1.15 0.49
H: -3.28 -1.80 -0.16
H: -2.80 -1.77 1.60
H: -3.49 0.50 0.47
H: -2.10 0.56 1.21
H: -2.29 -0.07 -1.70
H: -1.93 1.60 -0.97
H: 0.29 0.11 -1.55
H: 3.50 -2.31 -0.78
H: 3.54 -1.84 0.85
H: 4.14 -0.59 -0.35
H: 0.84 3.24 -0.95
H: 1.32 3.52 0.69
H: -0.35 3.62 0.26

Mulliken population analysis, charges in e, atoms 1 to 5: number 1, C, carries -0.720; number 2, C, carries -0.144; number 3, C, carries 0.115; number 4, C, carries -0.450; number 5, C, carries -0.955



# 4
Below is the molecule C4HClN2 at a distorted geometry, with properties calculated with the ωB97M-V functional and the def2-TZVPD basis.

Properties
Maximum force in eV/A: 7.54
Charge: 0
Kohn-Sham gap in eV: 9.03
Calculated total energy in Eh: -722.654563
Relative energy (zero: lowest compared OMol25 entry of this formula, charge and spin) in kJ/mol: 0.0
SMILES: N#C/C=C(\Cl)C#N

CARTESIAN COORDINATES (ANGSTROEM)
C: -0.04 -0.61 0.09
C: 0.18 0.73 -0.14
C: -0.21 1.58 0.91
C: 0.22 -1.46 -0.99
H: 0.45 0.97 -1.22
N: -0.41 2.13 1.94
N: 0.27 -1.99 -2.06
Cl: -0.45 -1.36 1.48

Mulliken population analysis, charges in e, atoms 1 to 5: number 1, C, carries 0.558; number 2, C, carries -0.265; number 3, C, carries 0.174; number 4, C, carries 0.082; number 5, H, carries 0.320



# 5
Below is the molecule C4H8O at a distorted geometry, with properties calculated with the ωB97M-V functional and the def2-TZVPD basis.

Properties
Maximum force in eV/A: 3.82
Charge: 0
Kohn-Sham gap in eV: 10.85
Calculated total energy in Eh: -232.414677
Relative energy (zero: lowest compared OMol25 entry of this formula, charge and spin) in kJ/mol: 81.3
SMILES: CCCC=O

CARTESIAN COORDINATES (ANGSTROEM)
C: -1.24 -0.83 -0.18
C: -0.77 0.55 0.21
C: 0.71 0.75 -0.31
C: 1.72 -0.14 0.39
H: -1.25 -0.92 -1.30
H: -2.30 -1.03 0.14
H: -0.59 -1.60 0.27
H: -1.51 1.28 -0.21
H: -0.72 0.72 1.29
H: 1.06 1.80 -0.14
H: 0.73 0.51 -1.39
H: 1.41 -0.65 1.46
O: 2.76 -0.43 -0.23

Mulliken population analysis, charges in e, atoms 1 to 5: number 1, C, carries -1.005; number 2, C, carries -0.465; number 3, C, carries -0.344; number 4, C, carries 0.027; number 5, H, carries 0.279



# 6
Below is the molecule C2H4ClNS at a distorted geometry, with properties calculated with the ωB97M-V functional and the def2-TZVPD basis.

Properties
Maximum force in eV/A: 3.15
Charge: 0
Kohn-Sham gap in eV: 9.70
Calculated total energy in Eh: -991.672858
Relative energy (zero: lowest compared OMol25 entry of this formula, charge and spin) in kJ/mol: 176.7
SMILES: CS/C=N/Cl

CARTESIAN COORDINATES (ANGSTROEM)
C: -0.90 0.48 -0.79
C: 0.61 -0.53 1.30
N: 0.15 0.09 -1.40
S: -0.93 0.47 0.91
Cl: 0.14 0.28 -3.11
H: -1.73 1.16 -1.32
H: 0.36 -1.14 2.10
H: 1.09 -1.08 0.52
H: 1.21 0.27 1.78

Mulliken population analysis, charges in e, atoms 1 to 5: number 1, C, carries 0.154; number 2, C, carries -0.769; number 3, N, carries -0.338; number 4, S, carries -0.084; number 5, Cl, carries -0.127



# 7
Below is a cluster of 2 separate species, C8H19B2I2O5 in total at a distorted geometry, with properties calculated with the ωB97M-V functional and the def2-TZVPD basis.

Properties
Maximum force in eV/A: 1.81
Charge: -1
Kohn-Sham gap in eV: 6.58
Calculated total energy in Eh: -1337.714080

CARTESIAN COORDINATES (ANGSTROEM)
C: 4.04 -0.56 -0.45
O: 3.44 0.20 -1.49
B: 2.13 -0.14 -1.76
O: 1.80 -1.50 -1.57
B: 0.87 0.94 -2.19
I: 0.64 0.93 -4.47
O: 0.84 2.25 -1.57
C: -0.26 2.35 -0.71
C: -1.23 1.25 -1.18
C: -2.19 0.63 -0.15
C: -2.27 -0.89 -0.19
C: -3.35 -1.42 -1.12
I: -2.98 -1.08 -3.18
O: -0.36 0.29 -1.68
H: 4.78 0.06 0.04
H: 4.49 -1.48 -0.81
H: 3.29 -0.83 0.29
H: 1.46 -1.64 -0.67
H: -0.69 3.34 -0.72
H: 0.14 2.07 0.27
H: -1.83 1.62 -2.03
H: -1.87 0.94 0.85
H: -3.18 1.02 -0.35
H: -2.58 -1.22 0.80
H: -1.32 -1.36 -0.39
H: -3.45 -2.48 -0.94
H: -4.28 -0.97 -0.82
C: -0.33 -0.26 3.40
C: 0.80 0.12 2.47
O: 1.97 -0.66 2.75
H: -0.03 -0.13 4.44
H: -1.22 0.35 3.21
H: -0.60 -1.32 3.27
H: 1.07 1.16 2.61
H: 0.50 -0.01 1.42
H: 1.76 -1.59 2.61

Mulliken population analysis, charges in e, atoms 1 to 5: number 1, C, carries -0.316; number 2, O, carries -0.455; number 3, B, carries -0.147; number 4, O, carries -0.588; number 5, B, carries 0.901



# 8
Below is a structure of composition C19H15CrNOS4 at a distorted geometry, with properties calculated with the ωB97M-V functional and the def2-TZVPD basis.

Properties
Expectation value of S²: 0.777
Maximum force in eV/A: 2.79
Spin multiplicity: 2
Charge: -1
Kohn-Sham gap (alpha / beta) in eV: 6.08 / 6.08
Calculated total energy in Eh: -3500.309990
Relative energy (zero: lowest compared OMol25 entry of this formula, charge and spin) in kJ/mol: 68.2

CARTESIAN COORDINATES (ANGSTROEM)
Cr: -0.59 -0.95 -0.80
S: -0.10 1.21 -0.19
C: -0.04 1.26 1.55
C: 0.08 2.51 2.18
C: 0.15 2.63 3.55
C: 0.11 1.50 4.37
C: -0.02 0.26 3.77
C: -0.11 0.14 2.38
S: -0.01 -1.50 1.70
C: 1.82 -1.76 2.04
C: 2.75 -1.86 0.83
C: 4.12 -2.08 0.90
C: 4.81 -2.13 -0.31
C: 4.13 -2.01 -1.52
C: 2.76 -1.82 -1.48
C: 1.59 -1.73 -2.60
S: -1.22 -0.02 -2.92
C: -2.76 0.73 -2.61
C: -3.28 1.72 -3.45
C: -4.49 2.33 -3.18
C: -5.24 1.93 -2.08
C: -4.75 0.94 -1.24
C: -3.51 0.35 -1.48
S: -2.83 -0.75 -0.29
N: 2.16 -1.73 -0.32
H: 0.10 3.40 1.56
H: 0.23 3.62 4.00
H: 0.16 1.59 5.44
H: -0.06 -0.64 4.37
H: 1.90 -2.67 2.62
H: 2.10 -0.91 2.66
H: 4.64 -2.18 1.85
H: 5.88 -2.28 -0.31
H: 4.66 -2.06 -2.47
H: 1.65 -2.59 -3.28
H: 1.72 -0.77 -3.11
H: -2.69 2.03 -4.30
H: -4.85 3.12 -3.82
H: -6.19 2.40 -1.86
H: -5.31 0.63 -0.37
O: 0.53 -1.88 -1.78

Mulliken population analysis, charges in e, atoms 1 to 5: number 1, Cr, carries 0.559; number 2, S, carries -0.241; number 3, C, carries 0.781; number 4, C, carries -0.715; number 5, C, carries -0.461



Among the records above, which one has the highest maximum force? C4HClN2



What is the maximum force in the second record? 3.01 eV/A



What is the calculated total energy in the eighth record? -3500.309990 Eh